F14N2O7P2RbS2 as an isolated structure at a distorted geometry, computed with ωB97M-V/def2-TZVPD.

Structure (XYZ):
```
28
Properties=species:S:1:pos:R:3:forces:R:3
Rb -0.431 -1.101 -0.084 -0.175 0.145 -0.266
P 1.854 -0.477 -3.209 0.239 0.462 0.533
F 0.928 -0.018 -4.435 -0.165 -0.438 -0.343
F 2.809 0.804 -3.480 -0.041 0.030 -0.063
F 0.892 0.381 -2.213 0.364 -0.109 0.000
F 2.824 -0.849 -1.948 -0.187 -0.267 -0.027
F 0.955 -1.797 -2.901 -0.138 0.104 -0.052
F 2.769 -1.389 -4.197 0.096 0.088 -0.092
P -1.599 -3.668 2.909 0.048 0.295 -0.256
F -2.450 -2.618 3.796 -0.003 0.010 0.067
F -0.276 -2.735 3.074 0.008 -0.015 -0.017
F -1.186 -4.479 4.251 0.011 -0.078 0.166
F -0.747 -4.716 2.019 0.077 -0.077 -0.040
F -2.913 -4.595 2.747 -0.084 -0.053 -0.036
F -1.986 -2.844 1.556 -0.030 -0.223 0.297
N 1.856 3.541 1.794 -1.350 0.010 -0.791
S 1.895 4.714 0.730 1.202 0.742 -0.263
O 1.245 5.921 1.127 -0.140 0.357 0.214
O 1.776 4.304 -0.628 -0.145 -0.073 -0.237
F 3.455 5.105 0.867 -0.208 -0.300 0.260
S 0.422 2.807 1.562 0.710 -0.589 1.564
O 0.520 1.599 0.823 0.014 -0.214 -0.169
O -0.698 3.663 1.379 -0.168 0.362 -0.375
F 0.245 2.319 3.071 0.127 -0.126 -0.016
N -3.045 -0.972 -2.169 0.231 0.292 0.684
O -2.749 -2.071 -1.634 -0.148 -0.090 -0.569
O -2.775 0.073 -1.526 -0.081 0.018 -0.269
O -3.590 -0.903 -3.281 -0.065 -0.265 0.097
```
Positions in Å, forces in eV/Å.

Values from the calculation:
HOMO-LUMO gap ... 0.26415 hartree
LUMO energy ... 6.22 eV
Charge ... -3

natural (NBO) atomic charge list, values in e, 8 entries:
1 Rb 0.971
2 P 2.599
3 F -0.589
4 F -0.597
5 F -0.597
6 F -0.604
7 F -0.601
8 F -0.605

***

F2FeH10O7P as an isolated structure at a distorted geometry, computed with ωB97M-V/def2-TZVPD.

Structure (XYZ):
```
21
Properties=species:S:1:pos:R:3:forces:R:3
Fe 0.134 0.030 -0.022 2.896 4.877 0.089
O -1.507 -0.851 -0.117 1.001 3.478 0.103
P -1.588 -2.548 -0.338 -7.441 -4.156 -1.109
O -0.287 -1.776 -0.114 4.851 0.052 0.834
F -2.501 -2.112 -1.527 0.209 -1.204 -2.626
F -2.747 -2.260 0.650 -1.359 -2.674 2.683
O 2.008 -0.861 0.681 -1.465 -2.221 0.078
H 1.861 -1.752 1.120 0.481 1.200 -0.824
H 2.600 -0.409 1.253 1.202 0.716 0.874
O -1.042 1.794 0.094 -0.371 0.457 0.098
H -1.003 2.469 0.785 0.335 0.089 -0.094
H -1.921 1.904 -0.277 -0.374 -0.113 -0.385
O 0.011 0.454 2.021 0.137 -0.077 -0.097
H 0.579 0.100 2.686 1.061 -0.732 0.698
H -0.606 0.934 2.563 -1.059 0.563 0.029
O 0.043 0.127 -2.121 -0.667 -1.184 -0.716
H -0.471 -0.623 -2.478 -0.367 0.217 0.365
H 0.532 0.323 -2.923 0.817 0.735 -0.081
O 1.642 1.615 -0.407 0.183 0.284 -1.225
H 1.703 2.084 -1.284 -0.369 -0.369 1.214
H 2.557 1.360 -0.251 0.297 0.060 0.092
```
Positions in Å, forces in eV/Å.

Values from the calculation:
Multiplicity ... 6
HOMO-LUMO gap (alpha / beta) ... 0.33738 / 0.21400 hartree
LUMO energy (alpha / beta) ... -8.60 / -10.80 eV
Charge ... +2
<S²> ... 8.796

natural (NBO) atomic charge list, values in e, 8 entries:
1 Fe 1.774
2 O -0.504
3 P 1.975
4 O -0.629
5 F -0.530
6 F -0.520
7 O -0.963
8 H 0.532

***

F2H10NO13PS2Tl as an isolated structure at a distorted geometry, computed with ωB97M-V/def2-TZVPD.

Structure (XYZ):
```
30
Properties=species:S:1:pos:R:3:forces:R:3
Tl -0.130 -0.501 -0.070 -0.039 0.064 -0.057
N -1.538 2.033 -0.452 -0.930 2.217 1.727
S -1.738 3.170 -1.519 0.790 -0.436 -4.515
O -0.704 4.154 -1.624 0.050 0.131 0.560
O -3.084 3.564 -1.803 -0.004 0.204 0.709
F -1.393 2.252 -2.819 -0.111 0.005 0.609
S -2.181 2.825 0.863 0.734 -2.970 1.328
O -3.512 2.426 1.111 -0.972 0.175 -0.083
O -1.766 4.154 1.115 0.201 0.887 -0.381
F -1.369 1.990 1.943 0.095 -0.075 0.061
P 0.175 -3.216 2.304 0.000 0.184 -1.282
O -0.716 -1.985 2.328 -0.070 -0.073 0.377
O -0.715 -4.419 1.988 -0.216 -0.088 0.245
O 0.882 -3.649 3.564 0.204 -0.109 0.428
O 1.204 -2.942 1.206 0.192 -0.062 0.234
O 1.335 1.519 1.423 0.500 -0.029 -0.055
H 1.678 1.035 2.180 -0.068 -0.061 0.096
H 1.448 2.449 1.638 -0.232 0.104 0.019
O 2.867 -0.544 -0.011 0.183 0.013 -0.166
H 3.448 0.171 0.261 -0.074 0.129 0.072
H 3.439 -1.297 -0.179 -0.055 -0.166 0.121
O 1.036 -2.335 -2.032 0.132 -0.037 -0.134
H 1.460 -3.108 -1.647 -0.091 -0.045 0.237
H 0.934 -2.532 -2.967 -0.038 0.025 -0.072
O -2.047 -2.691 -0.294 -0.253 0.043 -0.214
H -2.253 -3.050 0.576 0.163 0.022 0.150
H -1.962 -3.454 -0.870 0.076 -0.077 0.015
O 1.405 1.128 -2.043 -0.033 0.022 -0.210
H 1.512 2.081 -1.967 -0.186 0.117 0.010
H 2.283 0.776 -2.204 0.051 -0.114 0.173
```
Positions in Å, forces in eV/Å.

Values from the calculation:
HOMO-LUMO gap ... 0.19602 hartree
LUMO energy ... -1.46 eV
Charge ... -1

natural (NBO) atomic charge list, values in e, 8 entries:
1 Tl 0.869
2 N -1.160
3 S 2.457
4 O -0.943
5 O -0.924
6 F -0.530
7 S 2.463
8 O -0.917

***

One molecule with the formula F2H2N2O2S at a distorted geometry, computed with ωB97M-V/def2-TZVPD.

Structure (XYZ):
```
9
Properties=species:S:1:pos:R:3:forces:R:3
N -1.118 -0.500 0.098 -4.702 4.723 0.980
N 1.283 0.620 0.556 -0.340 -0.911 0.058
O 0.820 -2.031 0.584 -0.345 -0.220 0.167
O -1.840 0.625 -0.495 -0.031 -4.740 -0.981
F 2.628 0.465 0.255 0.340 0.609 0.276
F 0.878 1.604 -0.329 -0.015 0.565 -0.305
S 0.707 -0.898 -0.340 4.785 -1.111 -1.536
H -1.801 1.448 -0.055 1.140 1.195 1.676
H -1.556 -1.333 -0.274 -0.832 -0.109 -0.335
```
Positions in Å, forces in eV/Å.

Values from the calculation:
Multiplicity ... 3
HOMO-LUMO gap (alpha / beta) ... 0.25075 / 0.26050 hartree
LUMO energy (alpha / beta) ... 0.33 / -3.28 eV
<S²> ... 2.008

natural (NBO) atomic charge list, values in e, 8 entries:
1 N -0.270
2 N 0.137
3 O -0.827
4 O -0.532
5 F -0.236
6 F -0.254
7 S 1.137
8 H 0.496

***

One molecule with the formula F2H2NP at a distorted geometry, computed with ωB97M-V/def2-TZVPD.

Structure (XYZ):
```
6
Properties=species:S:1:pos:R:3:forces:R:3
N 0.751 0.041 -0.178 3.373 -0.023 -1.895
F -1.304 1.149 0.269 -0.258 -0.941 -0.958
F -1.219 -1.248 0.475 0.245 1.208 -1.512
P -0.767 -0.099 -0.681 -1.666 -0.093 2.217
H 0.866 0.044 0.793 0.293 0.082 1.739
H 1.673 0.112 -0.677 -1.987 -0.233 0.409
```
Positions in Å, forces in eV/Å.

Values from the calculation:
HOMO-LUMO gap ... 0.44156 hartree
LUMO energy ... 1.01 eV
SMILES ... NP(F)F

Okay, here come the natural (NBO) numbers, in e, for every atom:
1 N -1.228
2 F -0.596
3 F -0.599
4 P 1.586
5 H 0.408
6 H 0.429

***

A 2-piece molecular cluster, F2H3N2PS overall at a distorted geometry, computed with ωB97M-V/def2-TZVPD.

Structure (XYZ):
```
9
Properties=species:S:1:pos:R:3:forces:R:3
N -0.569 1.503 0.403 -0.918 0.064 1.900
N -0.346 0.400 -0.459 0.660 -0.560 0.369
F 1.848 -0.360 0.373 -2.264 -1.339 -0.806
F -0.336 -2.083 1.350 1.609 2.098 -3.192
P 0.546 -0.981 -0.441 1.803 -0.805 3.278
S 1.131 -2.149 -1.907 -1.366 1.609 1.759
H -1.570 1.429 0.773 2.086 -0.048 -0.318
H 0.114 1.641 1.203 -1.019 -0.860 -1.593
H -0.818 0.601 -1.295 -0.592 -0.159 -1.398
```
Positions in Å, forces in eV/Å.

Values from the calculation:
HOMO-LUMO gap ... 0.32674 hartree
LUMO energy ... -1.37 eV

natural (NBO) atomic charge list, values in e, 8 entries:
1 N -0.634
2 N -0.797
3 F -0.554
4 F -0.640
5 P 1.792
6 S -0.356
7 H 0.375
8 H 0.397

***

F2HO2PSc as an isolated structure at a distorted geometry, computed with ωB97M-V/def2-TZVPD.

Structure (XYZ):
```
7
Properties=species:S:1:pos:R:3:forces:R:3
H 0.911 1.762 -0.039 2.482 -2.514 0.655
P 0.382 -0.236 0.116 1.868 -0.278 0.344
F 0.356 -1.018 1.458 -0.139 0.883 -1.916
F 0.712 -1.310 -0.956 -0.634 1.311 1.525
O 1.475 0.866 0.149 -1.954 1.827 -0.514
O -0.875 0.553 -0.165 -2.388 -1.408 -0.181
Sc -3.003 0.459 -0.456 0.766 0.179 0.086
```
Positions in Å, forces in eV/Å.

Values from the calculation:
Multiplicity ... 2
HOMO-LUMO gap (alpha / beta) ... 0.28538 / 0.38870 hartree
LUMO energy (alpha / beta) ... -11.40 / -11.26 eV
Charge ... +2
<S²> ... 0.750

Okay, here come the natural (NBO) numbers, in e, for every atom:
1 H 0.565
2 P 2.677
3 F -0.475
4 F -0.474
5 O -0.927
6 O -1.292
7 Sc 1.926

***

F2HOPS as an isolated structure at a distorted geometry, computed with ωB97M-V/def2-TZVPD.

Structure (XYZ):
```
6
Properties=species:S:1:pos:R:3:forces:R:3
O -0.578 -0.178 0.469 0.481 -1.385 1.257
F -2.379 1.423 0.521 0.606 -0.285 -0.780
F -2.529 -0.585 -0.740 0.305 0.692 0.266
P -1.452 0.602 -0.534 -2.063 0.380 -0.337
S -1.085 -0.711 -2.970 0.231 0.137 -0.192
H 0.297 -0.056 0.815 0.441 0.462 -0.214
```
Positions in Å, forces in eV/Å.

Values from the calculation:
HOMO-LUMO gap (alpha / beta) ... 0.26473 / 0.26818 hartree
LUMO energy (alpha / beta) ... -2.67 / -2.41 eV

Okay, here come the natural (NBO) numbers, in e, for every atom:
1 O -1.031
2 F -0.583
3 F -0.573
4 P 1.743
5 S -0.098
6 H 0.542

***

F2HOPSr as an isolated structure at a distorted geometry, computed with ωB97M-V/def2-TZVPD.

Structure (XYZ):
```
6
Properties=species:S:1:pos:R:3:forces:R:3
O 1.595 -0.739 -0.684 0.411 -0.140 -0.301
P 1.193 0.217 0.629 0.846 0.663 0.036
H 1.155 -1.594 -0.726 -0.152 0.363 -0.031
F -3.475 0.269 -0.076 -0.888 0.053 -0.632
F 1.242 1.751 -0.098 -0.300 -1.025 0.136
Sr -1.711 0.096 0.955 0.084 0.087 0.791
```
Positions in Å, forces in eV/Å.

Values from the calculation:
HOMO-LUMO gap ... 0.19236 hartree
LUMO energy ... -1.12 eV

Okay, here come the Löwdin numbers, in e, for every atom:
1 O -0.500
2 P 0.469
3 H 0.003
4 F -0.862
5 F -0.515
6 Sr 1.405

***

F2In as an isolated structure at a distorted geometry, computed with ωB97M-V/def2-TZVPD.

Structure (XYZ):
```
3
Properties=species:S:1:pos:R:3:forces:R:3
In -0.122 0.126 -1.137 1.059 -1.034 1.329
F 1.769 -1.714 0.189 -1.320 1.284 -0.944
F -1.647 1.588 0.948 0.261 -0.250 -0.385
```
Positions in Å, forces in eV/Å.

Values from the calculation:
Multiplicity ... 2
HOMO-LUMO gap (alpha / beta) ... 0.21596 / 0.20817 hartree
LUMO energy (alpha / beta) ... -19.21 / -19.16 eV
Charge ... +2
<S²> ... 0.758

Okay, here come the natural (NBO) numbers, in e, for every atom:
1 In 1.904
2 F 0.030
3 F 0.066

***

F2KLiP as an isolated structure at a distorted geometry, computed with ωB97M-V/def2-TZVPD.

Structure (XYZ):
```
5
Properties=species:S:1:pos:R:3:forces:R:3
K -2.111 1.143 0.476 0.184 -0.432 0.096
Li 1.562 -3.259 -0.449 -0.033 0.451 0.033
P 0.685 -0.943 -0.248 0.886 0.216 0.557
F -2.138 3.203 -0.249 -0.090 0.473 -0.146
F 2.002 -0.144 0.470 -0.947 -0.708 -0.541
```
Positions in Å, forces in eV/Å.

Values from the calculation:
Multiplicity ... 2
HOMO-LUMO gap (alpha / beta) ... 0.23813 / 0.22770 hartree
LUMO energy (alpha / beta) ... -1.46 / -1.43 eV
<S²> ... 0.753

Okay, here come the Löwdin numbers, in e, for every atom:
1 K 0.728
2 Li 0.561
3 P 0.289
4 F -0.908
5 F -0.670

***

A 2-piece molecular cluster, F2N2O2 overall at a distorted geometry, computed with ωB97M-V/def2-TZVPD.

Structure (XYZ):
```
6
Properties=species:S:1:pos:R:3:forces:R:3
N -0.696 0.424 0.046 1.325 -0.501 -1.577
N 0.238 -0.535 -0.614 1.090 0.298 -0.909
O -1.209 0.157 1.057 -1.144 -0.560 1.997
O -0.708 1.396 -0.642 -0.405 0.956 -0.159
F 2.604 0.134 0.482 -0.246 -0.047 -0.105
F 0.128 -1.741 -0.123 -0.620 -0.146 0.753
```
Positions in Å, forces in eV/Å.

Values from the calculation:
HOMO-LUMO gap (alpha / beta) ... 0.34784 / 0.29176 hartree
LUMO energy (alpha / beta) ... -2.70 / -4.33 eV

Okay, here come the natural (NBO) numbers, in e, for every atom:
1 N 0.565
2 N 0.227
3 O -0.302
4 O -0.312
5 F -0.032
6 F -0.146

***

Total energy list, top to bottom, in eV: -96273.8691, -63585.4087, -69358.2130, -23366.9215, -16248.4300, -28586.6718, -39518.7631, -27622.1245, -17623.8913, -10574.9419, -31252.9268, -12499.9271